Entry 1:
{"formula": "C11H39N15O8", "method": "ωB97M-V/def2-TZVPD", "species": ["C", "C", "C", "O", "C", "N", "H", "H", "H", "H", "H", "H", "H", "H", "H", "H", "H", "C", "O", "N", "N", "H", "H", "H", "H", "C", "O", "N", "N", "H", "H", "H", "H", "C", "O", "N", "N", "H", "H", "H", "H", "C", "O", "N", "N", "H", "H", "H", "H", "C", "O", "N", "N", "H", "H", "H", "H", "C", "O", "N", "N", "H", "H", "H", "H", "C", "O", "N", "N", "H", "H", "H", "H"], "positions_angstrom": [[-0.804, 0.608, 4.312], [0.692, 0.908, 4.544], [0.965, 1.598, 5.929], [0.391, 2.892, 6.063], [0.864, 3.513, 7.304], [1.467, -0.260, 4.411], [-0.983, -0.105, 3.508], [-1.484, 1.449, 4.172], [-1.264, 0.134, 5.179], [1.124, 1.553, 3.779], [2.030, 1.540, 6.153], [0.488, 1.024, 6.723], [0.620, 4.573, 7.371], [1.953, 3.520, 7.338], [0.387, 2.918, 8.082], [1.349, -0.858, 5.217], [0.899, -0.845, 3.815], [-3.480, -2.630, -1.310], [-4.097, -1.851, -0.610], [-2.266, -2.993, -1.032], [-4.054, -3.138, -2.319], [-1.846, -3.726, -1.585], [-1.780, -2.479, -0.311], [-3.472, -3.445, -3.086], [-4.974, -2.731, -2.402], [2.807, 3.155, 1.055], [1.763, 3.713, 1.082], [3.256, 2.500, 0.021], [3.437, 2.928, 2.145], [2.739, 2.451, -0.845], [4.038, 1.889, 0.211], [2.944, 3.208, 2.981], [4.387, 2.587, 2.147], [-0.812, -4.162, 2.553], [-0.986, -5.107, 3.324], [-0.279, -4.294, 1.353], [-1.038, -2.890, 2.910], [0.121, -5.186, 1.099], [-0.206, -3.448, 0.806], [-0.817, -2.157, 2.251], [-1.564, -2.685, 3.747], [0.648, 3.124, -2.452], [1.253, 2.226, -1.961], [-0.201, 3.006, -3.417], [0.825, 4.404, -2.159], [-0.624, 3.869, -3.726], [-0.337, 2.123, -3.888], [0.620, 5.119, -2.843], [1.418, 4.643, -1.378], [-2.263, -2.421, -5.536], [-1.201, -2.981, -5.703], [-2.465, -1.481, -4.702], [-3.362, -2.790, -6.127], [-1.636, -1.183, -4.208], [-3.343, -1.107, -4.372], [-3.202, -3.648, -6.636], [-4.324, -2.553, -5.933], [0.194, -0.694, -0.063], [-0.507, -1.424, 0.589], [1.010, 0.149, 0.494], [0.236, -0.729, -1.397], [1.549, 0.776, -0.086], [0.863, 0.327, 1.478], [0.758, -0.070, -1.956], [-0.282, -1.492, -1.808], [1.026, 0.035, -4.893], [-0.104, 0.385, -4.489], [1.242, -0.866, -5.812], [2.087, 0.473, -4.374], [0.508, -1.432, -6.213], [2.209, -1.108, -5.978], [1.980, 1.095, -3.585], [2.911, 0.554, -4.952]], "relative_energy_kcal_mol": 0.0, "s2": 0.7545, "charge": 1, "e_homo_ev": [-11.4, -11.4], "homo_lumo_gap_ha": [0.309, 0.097], "spin_multiplicity": 2}

Entry 2:
{"formula": "C11H40N4O9", "method": "ωB97M-V/def2-TZVPD", "species": ["N", "C", "N", "O", "H", "H", "H", "H", "N", "C", "N", "O", "H", "H", "H", "H", "C", "C", "C", "O", "H", "H", "H", "H", "H", "H", "H", "H", "C", "C", "C", "O", "H", "H", "H", "H", "H", "H", "H", "H", "C", "C", "C", "O", "H", "H", "H", "H", "H", "H", "H", "H", "O", "H", "H", "O", "H", "H", "O", "H", "H", "O", "H", "H"], "positions_angstrom": [[-0.315, 6.199, -4.401], [-0.475, 5.036, -3.864], [-1.685, 4.618, -4.132], [0.370, 4.359, -3.236], [0.498, 6.766, -4.206], [-1.165, 6.608, -4.760], [-2.052, 3.726, -3.832], [-2.197, 5.147, -4.824], [0.630, -0.934, 0.126], [-0.375, -1.695, 0.184], [-0.272, -2.543, 1.158], [-1.312, -1.596, -0.550], [0.574, -0.074, -0.401], [1.438, -1.062, 0.718], [-1.102, -3.118, 1.127], [0.436, -2.644, 1.872], [0.237, 4.408, 4.277], [-1.115, 4.390, 3.545], [-1.937, 3.241, 4.179], [-1.868, 5.571, 3.793], [0.122, 4.189, 5.338], [0.770, 5.330, 4.047], [0.797, 3.605, 3.796], [-0.984, 4.305, 2.467], [-2.756, 2.948, 3.521], [-2.461, 3.545, 5.085], [-1.419, 2.306, 4.391], [-1.427, 6.243, 3.267], [-7.878, -2.479, -6.638], [-6.707, -2.867, -5.767], [-5.671, -3.547, -6.674], [-6.400, -1.670, -5.045], [-7.657, -1.889, -7.528], [-8.705, -2.016, -6.101], [-8.299, -3.381, -7.083], [-7.110, -3.604, -5.073], [-4.759, -4.003, -6.288], [-5.253, -2.940, -7.476], [-6.180, -4.319, -7.251], [-5.597, -1.913, -4.578], [8.139, 2.968, 1.379], [8.863, 1.934, 0.448], [10.020, 1.493, 1.270], [8.077, 0.855, 0.169], [7.118, 3.066, 1.011], [8.645, 3.921, 1.227], [8.276, 2.625, 2.405], [9.124, 2.401, -0.501], [10.690, 2.328, 1.476], [10.490, 0.694, 0.696], [9.707, 1.058, 2.220], [7.413, 1.156, -0.455], [-2.183, -8.783, 3.752], [-2.520, -9.533, 3.262], [-2.191, -9.069, 4.666], [-0.197, -5.181, 6.695], [0.701, -5.336, 6.987], [-0.298, -5.739, 5.924], [-5.249, -5.116, 2.258], [-6.024, -5.507, 1.854], [-4.808, -5.848, 2.689], [4.849, -2.721, 2.646], [5.649, -2.283, 2.356], [4.966, -3.634, 2.384]], "relative_energy_kcal_mol": 0.0, "smiles": "NC(N)=O.NC(N)=O.CC(C)O.CC(C)O.CC(C)O.O.O.O.O", "e_homo_ev": -9.5, "homo_lumo_gap_ha": 0.364}

Entry 3:
{"formula": "C11H41N10O12", "method": "ωB97M-V/def2-TZVPD", "species": ["C", "C", "O", "H", "H", "H", "H", "H", "C", "C", "O", "O", "H", "H", "H", "H", "H", "H", "C", "C", "O", "O", "H", "H", "H", "H", "H", "H", "C", "O", "N", "N", "H", "H", "H", "H", "C", "O", "N", "N", "H", "H", "H", "H", "C", "O", "N", "N", "H", "H", "H", "H", "C", "O", "N", "N", "H", "H", "H", "H", "C", "O", "N", "N", "H", "H", "H", "H", "O", "H", "H", "O", "H", "H"], "positions_angstrom": [[21.358, -18.998, 6.493], [21.181, -18.618, 7.948], [22.187, -17.741, 8.399], [20.575, -19.711, 6.236], [22.356, -19.423, 6.376], [21.159, -18.188, 5.791], [21.235, -19.543, 8.522], [20.183, -18.190, 8.047], [24.043, -19.227, 11.653], [23.572, -18.496, 10.377], [22.500, -19.247, 9.691], [24.527, -20.617, 11.443], [23.203, -19.156, 12.343], [24.909, -18.632, 11.942], [24.383, -18.347, 9.664], [23.142, -17.498, 10.461], [22.337, -18.883, 8.817], [23.998, -21.078, 10.789], [19.566, -21.525, 8.171], [19.651, -20.967, 6.743], [18.634, -21.499, 5.924], [20.071, -22.889, 8.230], [18.493, -21.476, 8.357], [19.987, -20.806, 8.874], [20.586, -21.028, 6.185], [19.395, -19.912, 6.650], [17.895, -20.892, 5.840], [19.422, -23.456, 7.807], [17.442, -19.335, 5.414], [17.010, -19.352, 4.280], [18.516, -18.757, 5.769], [16.831, -19.993, 6.379], [19.056, -18.178, 5.141], [18.764, -18.750, 6.748], [16.965, -19.956, 7.380], [16.080, -20.581, 6.047], [21.655, -15.351, 7.184], [22.885, -15.332, 7.094], [20.911, -16.253, 7.718], [20.917, -14.415, 6.763], [21.325, -16.955, 8.315], [19.904, -16.185, 7.693], [20.052, -14.389, 7.284], [21.374, -13.533, 6.576], [17.923, -18.652, 8.699], [18.266, -19.036, 7.617], [18.686, -18.200, 9.609], [16.689, -18.533, 9.163], [18.406, -17.857, 10.517], [19.640, -18.090, 9.296], [16.014, -18.880, 8.496], [16.468, -18.529, 10.148], [20.593, -17.595, 11.149], [19.773, -17.018, 11.814], [20.732, -17.224, 9.853], [21.307, -18.625, 11.405], [21.411, -17.457, 9.143], [20.109, -16.445, 9.692], [21.083, -19.166, 12.228], [22.147, -18.930, 10.935], [22.280, -20.955, 4.744], [21.340, -21.519, 4.305], [22.669, -21.012, 6.019], [22.854, -20.003, 4.035], [22.339, -21.864, 6.449], [23.375, -20.423, 6.436], [22.354, -19.622, 3.244], [23.617, -19.417, 4.341], [23.864, -16.659, 8.320], [23.008, -17.011, 8.564], [24.404, -16.778, 9.101], [23.298, -17.262, 6.487], [22.753, -17.582, 5.768], [22.906, -17.643, 7.273]], "charge": -1, "e_homo_ev": -4.3, "homo_lumo_gap_ha": 0.243}